Record 1
Formula: C24H34N2O2
Source: OMol25
Level of theory: ωB97M-V/def2-TZVPD

The geometry in XYZ format:
```
62
Properties=species:S:1:pos:R:3:forces:R:3:nbo_charge:R:1
C -6.639 -0.523 1.246 1.6814 -0.6771 0.6656 -0.6531
C -5.675 0.702 0.902 -5.7897 2.0858 -1.5014 -0.0748
O -4.946 0.720 -0.331 -0.7930 -0.9019 2.7271 -0.4808
C -3.937 -0.188 -0.406 0.1485 -0.2431 -3.0239 0.2968
C -3.376 -1.013 0.527 -10.1218 6.8190 5.6987 -0.2303
C -2.309 -1.668 0.520 6.3981 -4.6450 4.8551 -0.2670
C -1.756 -1.798 -0.618 3.1299 2.6128 -11.9682 -0.0246
C -2.283 -0.963 -1.960 -5.5057 -1.1213 11.5115 -0.1366
C -3.460 -0.217 -1.739 5.8488 -5.5067 5.7374 -0.2156
H -3.833 0.243 -2.468 -3.3378 4.1631 -5.5187 0.1925
H -1.887 -0.841 -2.807 3.8307 -0.1078 -6.4829 0.1735
C -0.504 -2.368 -1.093 2.9690 -4.3247 7.8275 -0.2280
N 0.862 -1.917 -0.878 1.3891 6.8025 1.9504 -0.4514
C 1.034 -1.209 0.643 -0.6426 -4.0151 -3.2575 -0.2671
H 0.284 -0.518 0.734 -1.8700 1.4807 0.5645 0.2092
C 2.354 -0.780 0.965 3.3510 -2.3841 -5.7837 -0.0310
N 2.714 0.147 -0.072 0.8304 4.3164 1.8785 -0.4633
C 2.437 -0.163 -1.412 -0.2171 9.7159 -0.0049 -0.2248
C 1.152 -0.514 -1.730 -8.5421 -4.3585 -0.2996 -0.2464
H 0.319 0.255 -1.350 1.8364 -1.4431 -1.1180 0.2143
H 0.859 -0.971 -2.784 1.1696 1.7658 1.6501 0.2107
H 3.072 -0.797 -1.643 6.1218 -6.1518 -3.3243 0.1745
H 2.613 0.868 -2.090 -0.0120 -2.5079 1.5889 0.1814
C 3.848 1.091 0.254 0.5726 -1.2435 -12.1043 -0.1188
H 4.749 0.769 -0.728 -1.2253 -0.3042 3.3446 0.1078
C 3.870 2.536 -0.330 -3.6176 0.3218 2.7092 -0.4025
H 3.494 2.403 -1.367 0.3364 0.7629 0.6043 0.2112
H 4.812 3.134 -0.259 -0.6292 -1.0657 -0.0492 0.2296
C 2.717 3.249 0.668 5.4736 3.1336 0.5826 -0.4485
C 1.403 2.830 0.417 -5.1756 0.1852 -3.6980 -0.0451
C 0.759 3.204 -0.928 -6.2000 -7.6276 8.6106 -0.1473
C -0.608 2.724 -1.200 5.2667 0.1499 8.4341 -0.1953
C -1.277 2.225 -0.022 -1.7457 -1.4728 -1.7536 -0.2046
C -0.722 1.829 1.157 8.2055 5.7612 -8.1279 -0.2220
C 0.595 2.232 1.374 2.1207 0.7395 1.1322 -0.1502
H 1.134 2.325 2.367 -1.1151 -1.0592 -0.7885 0.1955
H -1.238 1.520 1.816 -6.8128 -4.2697 8.7579 0.1739
H -2.345 1.943 0.073 0.3564 0.5183 -1.3825 0.2102
H -1.064 2.972 -2.014 -2.8024 1.3009 -4.8350 0.1920
H 1.189 3.680 -1.588 4.7632 4.6972 -6.4798 0.1622
H 3.148 3.072 1.766 -1.2328 0.1502 -2.1692 0.2051
H 2.751 4.423 0.561 0.1548 -2.0200 0.0692 0.2201
H 4.067 0.951 1.172 2.1709 -0.7302 6.2388 0.1661
C 3.459 -2.000 0.951 2.0052 3.9494 0.4370 -0.4397
H 4.350 -1.385 0.503 -1.2067 -1.4007 0.6823 0.2050
H 3.791 -2.201 1.960 -0.0467 -0.1823 0.5848 0.2062
C 3.321 -3.268 0.210 -5.3000 3.5190 -1.7359 -0.1199
O 2.547 -4.138 1.005 0.5403 0.0795 0.4720 -0.7204
H 2.148 -4.643 0.329 -1.1865 -1.4670 -0.5654 0.4672
H 2.621 -2.889 -0.740 2.0744 -1.6659 1.9026 0.2106
H 4.225 -3.621 -0.063 3.0124 -1.5319 -0.9002 0.1641
H 2.433 -0.208 1.767 0.0083 1.7807 4.3792 0.2062
H 1.047 -2.090 1.167 -1.8214 -2.1936 2.0117 0.2190
H -0.322 -3.405 -0.212 -0.9366 2.1377 -2.2075 0.1304
H -0.250 -2.907 -1.904 -1.3119 -1.6242 -3.8395 0.2294
H -1.774 -2.016 1.511 -1.2963 0.2255 -2.1833 0.2364
H -3.842 -0.858 1.605 0.6862 -0.3150 -2.1556 0.1950
H -5.234 0.904 1.804 2.4988 0.5979 1.7006 0.1744
H -6.440 1.686 0.801 2.0168 -2.5539 0.0597 0.1800
H -7.116 -0.400 2.367 1.1280 -0.2758 -3.1522 0.2278
H -6.010 -1.485 1.171 -0.8709 1.3120 0.7052 0.2146
H -7.327 -0.678 0.423 -0.7307 0.3063 0.3365 0.2161
```
Positions in Å, forces in eV/Å.

Computed properties:
Net charge   0
Energy above the lowest of the compared OMol25 structures with the same formula, charge and spin   1913.95 kJ/mol
Calculated total energy   -1194.23182 a.u.

***

Record 2
Formula: C30H26N7NaO7S2Se2
Source: OMol25
Level of theory: ωB97M-V/def2-TZVPD

The geometry in XYZ format:
```
75
Properties=species:S:1:pos:R:3:forces:R:3:lowdin_charge:R:1
Na 0.659 -0.135 -1.791 -0.4405 0.2372 0.4187 0.4008
C 4.359 4.878 4.473 0.0255 0.0004 0.0312 -0.0691
C 3.038 4.342 3.988 -0.0375 0.0147 -0.0054 -0.2898
C 2.990 3.275 3.095 0.0231 -0.0165 -0.0190 -0.0361
C 1.783 2.793 2.614 -0.0388 -0.0637 0.0203 -0.0813
C 0.599 3.377 3.038 -0.0049 0.1013 0.0494 -0.2758
C 0.622 4.436 3.933 0.0013 0.0139 -0.0101 -0.0624
C 1.838 4.914 4.401 0.0381 -0.0073 -0.0018 -0.0601
S -0.988 2.745 2.544 0.0276 -0.0978 0.0292 0.5545
O -1.894 3.883 2.519 -0.0519 0.0381 0.0323 -0.3445
O -1.339 1.752 3.565 -0.0392 0.1146 -0.0006 -0.4120
N -0.637 2.141 1.148 -0.0470 -0.1311 -0.0619 -0.0953
C -1.599 1.736 0.275 0.0591 0.2161 -0.0433 -0.3875
C -2.972 1.589 0.600 0.0150 -0.0562 -0.0161 -0.0413
C -3.870 1.237 -0.378 -0.0269 -0.0081 0.0362 -0.0990
C -3.437 1.046 -1.688 0.0392 0.0558 -0.0131 -0.0943
C -2.084 1.199 -1.923 -0.0140 -0.0467 0.0190 -0.1646
N -1.178 1.499 -0.990 -0.0118 -0.1220 -0.0014 0.0991
H 5.053 4.068 4.704 -0.0100 -0.0026 -0.0098 0.0720
H 4.233 5.483 5.373 -0.0039 -0.0009 -0.0087 0.0644
H 4.834 5.507 3.715 -0.0149 -0.0077 -0.0040 0.0749
H 3.911 2.802 2.770 -0.0084 0.0046 -0.0024 0.1108
H 1.744 1.950 1.939 0.0442 0.0079 -0.0187 0.0686
H -0.312 4.885 4.246 0.0117 -0.0189 -0.0170 0.1070
H 1.856 5.744 5.100 -0.0036 0.0003 -0.0051 0.0988
H -3.296 1.755 1.617 0.0008 0.0019 0.0146 0.0929
H -4.918 1.120 -0.121 -0.0015 -0.0002 -0.0090 0.0947
H -4.109 0.787 -2.496 -0.0011 0.0125 0.0130 0.0914
H -1.698 1.071 -2.931 -0.0050 -0.0382 0.0287 0.0974
Se 2.367 -1.907 3.761 -0.0577 0.1101 -0.0071 0.6002
Se 0.706 -0.309 3.963 0.0776 -0.1432 -0.1027 0.6879
C -0.619 -1.153 2.831 0.0391 -0.0312 0.0052 -0.6419
C -1.955 -1.057 3.208 -0.0472 0.0103 -0.0028 -0.1237
C -2.901 -1.636 2.383 0.0460 0.0390 0.0192 -0.0796
C -2.482 -2.286 1.232 0.0221 -0.0172 -0.0867 -0.0708
C -1.126 -2.327 0.953 -0.0017 0.0871 0.0324 -0.1333
N -0.203 -1.769 1.740 -0.0344 -0.0565 0.0171 0.0574
C 3.276 -1.335 2.148 0.1199 -0.0354 -0.0124 -0.6747
C 4.283 -2.170 1.670 -0.0143 -0.0070 0.0320 -0.1407
C 4.962 -1.782 0.527 0.0052 0.0219 -0.0174 -0.0795
C 4.616 -0.594 -0.096 0.0097 -0.0306 0.0771 -0.0723
C 3.595 0.155 0.463 0.0463 0.0586 0.0370 -0.1257
N 2.947 -0.198 1.575 -0.0726 0.0493 0.0445 0.0494
H -2.229 -0.515 4.100 -0.0040 -0.0122 -0.0170 0.0911
H -3.954 -1.567 2.631 -0.0029 -0.0058 -0.0085 0.1019
H -3.190 -2.731 0.544 0.0072 0.0160 0.0152 0.0856
H -0.763 -2.790 0.044 0.0041 -0.0067 -0.0134 0.0890
H 4.521 -3.097 2.178 -0.0308 -0.0106 -0.0053 0.0846
H 5.734 -2.416 0.108 -0.0071 0.0103 -0.0018 0.1032
H 5.070 -0.279 -1.025 0.0392 -0.0170 0.0147 0.1051
H 3.278 1.075 -0.015 -0.0282 -0.0403 0.0378 0.1132
N 2.003 -2.405 -1.469 -0.0239 0.0452 -0.1974 0.0254
N 3.144 -2.214 -2.285 -0.0374 0.0757 -0.0039 -0.0390
C 3.373 -0.893 -2.820 -0.1405 -0.0628 -0.0504 -0.7768
O 4.285 -0.839 -3.659 -0.0114 0.0077 0.1168 -0.0514
O 2.653 0.030 -2.357 0.6794 0.0300 -0.3160 -0.1092
H 2.170 -3.193 -0.860 0.0100 0.0906 0.1442 0.0721
H 1.155 -2.575 -2.005 0.0274 -0.1303 -0.0728 0.0506
H 3.279 -2.902 -3.011 0.0130 -0.0424 -0.0326 0.1054
O -2.304 0.304 -5.992 0.0093 -0.0015 -0.0331 -0.3259
S -1.778 -1.003 -5.681 0.0031 0.0187 0.1197 0.6071
O -1.164 -1.732 -6.763 -0.0095 -0.0082 -0.0427 -0.3252
N -0.850 -0.975 -4.362 -0.0201 0.0213 -0.0529 -0.0332
C -1.390 -1.649 -3.349 -0.0113 -0.0255 0.0222 -0.5350
O -0.896 -1.763 -2.215 -0.1037 -0.1877 -0.1154 -0.0414
C -2.725 -2.272 -3.684 0.0270 0.0114 0.0102 -0.1285
C -3.554 -3.017 -2.866 0.0074 -0.0117 0.0092 -0.0047
C -4.757 -3.472 -3.394 0.0002 0.0090 -0.0100 -0.0842
C -5.113 -3.181 -4.710 -0.0057 -0.0089 0.0074 -0.0934
C -4.276 -2.429 -5.527 0.0104 -0.0071 0.0272 -0.0455
C -3.086 -1.990 -4.982 -0.0632 -0.0269 -0.0274 -0.2130
H -3.259 -3.225 -1.846 -0.0050 0.0123 -0.0076 0.1035
H -5.430 -4.056 -2.778 -0.0006 -0.0006 -0.0012 0.0945
H -6.058 -3.543 -5.099 0.0012 0.0009 -0.0001 0.0930
H -4.546 -2.194 -6.549 0.0037 0.0006 0.0039 0.1139
```
Positions in Å, forces in eV/Å.

Computed properties:
Net charge   -2
Energy above the lowest of the compared OMol25 structures with the same formula, charge and spin   64.55 kJ/mol
Calculated total energy   -7830.51873 a.u.

***

Record 3
Formula: C7H14
Source: OMol25
Level of theory: ωB97M-V/def2-TZVPD

The geometry in XYZ format:
```
21
Properties=species:S:1:pos:R:3:forces:R:3:nbo_charge:R:1
C -0.616 -2.502 0.703 -0.0830 -0.1011 0.0523 -0.3894
C -0.308 -1.850 -0.409 0.0164 -0.0268 -0.0887 -0.1753
C -0.879 -0.518 -0.806 -0.0726 -0.0273 0.0503 -0.4264
C 0.205 0.541 -1.107 0.0621 0.0385 -0.0152 -0.2582
C -0.426 1.917 -1.312 -0.0469 0.0467 0.0102 -0.6024
C 1.262 0.519 -0.026 0.1066 0.0464 0.0896 -0.1570
C 1.332 1.326 1.026 0.0294 0.0855 -0.0733 -0.4178
H -0.239 -0.715 3.029 -0.0019 0.0375 0.1101 -0.0133
H -1.340 -2.101 1.409 0.1117 -0.0327 -0.1311 0.1905
H -0.165 -3.456 0.963 -0.0496 0.1271 -0.1174 0.1992
H 0.426 -2.279 -1.094 -0.0808 0.0146 0.0773 0.1921
H -1.518 -0.635 -1.692 0.0988 0.0402 0.0799 0.2141
H -1.522 -0.147 0.002 0.0878 -0.0368 -0.0583 0.2047
H 0.701 0.249 -2.045 -0.0595 0.0244 0.1305 0.2028
H -0.987 2.234 -0.425 0.0677 -0.0589 -0.1168 0.2021
H 0.338 2.676 -1.512 -0.1100 -0.1241 0.0143 0.2164
H -1.126 1.901 -2.154 0.0868 -0.0178 0.1106 0.2113
H 2.012 -0.264 -0.118 -0.0734 0.0383 0.0049 0.2011
H 2.116 1.223 1.772 -0.1120 -0.0320 -0.1466 0.2046
H 0.129 -0.235 2.598 -0.0383 -0.0400 0.0615 0.0085
H 0.606 2.115 1.197 0.0604 -0.0017 -0.0443 0.1924
```
Positions in Å, forces in eV/Å.

Computed properties:
Net charge   0
Energy above the lowest of the compared OMol25 structures with the same formula, charge and spin   228.45 kJ/mol
Calculated total energy   -275.02923 a.u.

***

Record 4
Formula: C3H2BrCl3
Source: OMol25
Level of theory: ωB97M-V/def2-TZVPD

The geometry in XYZ format:
```
9
Properties=species:S:1:pos:R:3:forces:R:3:nbo_charge:R:1
C 0.341 -0.649 -0.506 1.0258 1.1974 -1.5586 -0.3154
C 0.485 0.252 0.729 -0.1122 -0.9405 -0.7654 -0.2755
C -0.725 0.368 -0.198 -0.7300 0.2633 1.1623 -0.1045
Cl 0.189 -2.343 -0.385 -0.7147 -1.1941 0.7058 0.0427
Cl 1.697 1.520 0.688 -0.0471 -0.3874 0.4032 0.0190
Cl -0.760 1.961 -0.963 -0.6219 -0.9588 -0.5024 0.0505
Br -2.545 -0.290 0.396 1.6917 0.6264 -0.4229 0.0560
H 0.936 -0.578 -1.458 -0.4482 1.1794 1.3173 0.2684
H 0.382 -0.241 1.697 -0.0434 0.2144 -0.3393 0.2588
```
Positions in Å, forces in eV/Å.

Computed properties:
Net charge   0
Energy above the lowest of the compared OMol25 structures with the same formula, charge and spin   51.72 kJ/mol
Calculated total energy   -4070.04773 a.u.

***

Record 5
Formula: C8H10BrCeN
Source: OMol25
Level of theory: ωB97M-V/def2-TZVPD

The geometry in XYZ format:
```
21
Properties=species:S:1:pos:R:3:forces:R:3:lowdin_charge:R:1
C -1.412 -0.258 0.410 0.0812 -0.1331 1.0240 -0.2036
C -0.678 0.722 1.159 -0.6000 -0.6772 0.7522 -0.2220
C -0.153 0.086 2.332 -1.0742 -0.0038 -0.3928 -0.2240
C -0.578 -1.287 2.318 -0.3285 0.7588 -0.5063 -0.1870
C -1.364 -1.496 1.140 -0.0500 0.7940 0.2094 -0.1838
Ce 1.072 -1.021 0.278 1.4529 -2.5443 -1.3352 0.6175
C 0.943 2.288 -1.179 -0.3029 -0.1829 -0.2119 -0.0253
C 0.252 1.760 -2.186 0.4387 0.6622 -0.9394 -0.1528
C -0.360 1.430 -3.317 0.2148 -0.5416 0.4450 0.0047
N 1.099 -2.841 -0.418 -0.2122 1.6452 0.0000 -0.3303
H 0.448 0.566 3.102 -0.1502 -0.2486 -0.3037 0.1069
H -0.563 1.768 0.887 0.0007 -0.4283 0.1732 0.0883
H -0.329 -2.030 3.077 -0.0527 0.2406 -0.3693 0.1218
H -1.831 -2.431 0.835 0.2527 0.3134 0.0939 0.1154
H -1.907 -0.079 -0.545 0.1142 -0.1299 0.2991 0.1124
H 0.455 3.029 -0.534 -0.0604 -1.1585 0.5674 0.0767
H 1.132 -3.742 -0.912 -0.0240 0.3479 0.4146 -0.0384
H 2.019 2.107 -1.008 -0.3931 0.8731 -0.9042 0.0812
H -1.042 2.108 -3.864 1.3587 0.1294 -0.0101 0.0774
H -0.219 0.435 -3.775 -0.9624 0.1372 0.9113 0.0705
Br 3.018 -1.115 2.199 0.2967 0.1464 0.0829 0.0941
```
Positions in Å, forces in eV/Å.

Computed properties:
Net charge   0
Calculated total energy   -3414.60436 a.u.

***

Record 6
Formula: C4H13NO2
Source: OMol25
Level of theory: ωB97M-V/def2-TZVPD

The geometry in XYZ format:
```
20
Properties=species:S:1:pos:R:3:forces:R:3:nbo_charge:R:1
C 2.355 0.280 -0.430 0.4399 1.8907 -2.6051 -0.1268
O 2.632 -1.139 -0.665 -1.3186 2.1386 4.6409 -0.6794
C 0.901 0.621 -0.024 -0.0125 1.0121 0.8014 -0.4875
C -0.076 -0.565 0.030 0.6914 -0.3948 0.4230 -0.4554
C -1.287 -0.368 -0.888 -0.1349 0.2558 -1.0396 -0.2154
N -1.889 0.924 -0.614 -0.5626 -0.9195 0.8198 -0.6785
H 2.560 0.803 -1.368 -0.0482 -0.2161 -0.1611 0.1854
H 3.058 0.782 0.253 -0.0273 -0.7059 0.1624 0.1731
H 1.423 -0.734 1.820 -0.6549 0.0552 -0.5125 0.1116
H 0.521 1.462 -0.663 -0.0011 -0.7789 0.0465 0.2512
H 0.887 1.136 0.954 0.2283 -0.2710 -0.2168 0.2219
H -0.502 -0.707 1.038 -0.1130 0.0635 0.2793 0.2747
H 0.475 -1.469 -0.239 -0.4176 -0.0073 -0.2519 0.2395
H -0.954 -0.387 -1.933 -0.1129 -0.0566 0.0562 0.1839
H -1.999 -1.186 -0.736 0.1764 -0.0270 0.2329 0.2202
H -2.258 0.792 0.370 0.1985 0.4649 0.1634 0.4179
H -2.688 1.117 -1.215 0.4118 0.1909 -0.4171 0.3691
H -3.012 -0.023 2.370 -0.0774 0.0317 0.0222 0.4436
H 2.340 -1.119 0.358 1.1755 -2.7176 -2.3490 0.4483
O -2.487 -0.218 1.584 0.1591 -0.0087 -0.0948 -0.8974
```
Positions in Å, forces in eV/Å.

Computed properties:
Net charge   0
Energy above the lowest of the compared OMol25 structures with the same formula, charge and spin   1006.11 kJ/mol
Calculated total energy   -365.05928 a.u.

***

The calculation returns the following lowest unoccupied orbital energy values, one per record and in order: 0.74, 3.84, 1.22, -0.02, -0.80, -4.87 eV.